Entry from the Open Molecules 2025 dataset: a cluster of 10 separate species, C38H80FNO14 in total at a distorted geometry (ωB97M-V/def2-TZVPD).

Geometry as XYZ:
```
134
C38H80FNO14 ωB97M-V/def2-TZVPD
F -1.52 4.29 -0.67
O 3.55 4.14 2.00
O 0.99 10.65 -5.30
O -2.33 5.35 2.20
O 0.53 6.09 -1.19
O 0.62 -8.07 6.15
O 0.69 7.72 1.24
O 5.65 -2.63 1.45
O 1.47 8.17 4.69
O 0.12 6.54 3.93
O 1.26 0.34 -0.21
O 0.38 -6.94 -0.80
O -2.26 1.78 -4.04
O -2.43 -0.65 -6.82
O 1.51 -6.76 2.16
N 1.35 9.14 -0.64
C -3.80 7.27 2.29
C 2.72 -1.41 0.61
C 2.43 4.47 1.71
C -0.94 -7.36 7.85
C -1.40 10.73 -4.95
C -0.48 -8.49 6.95
C 1.67 -8.18 2.12
C 4.57 -4.72 2.01
C 1.13 8.55 0.34
C -1.57 -5.55 -0.49
C -4.54 5.10 1.26
C 0.63 4.16 0.19
C -3.61 2.26 -3.92
C 0.22 -4.95 -2.16
C -0.17 9.84 -5.12
C 0.01 8.91 -3.93
C -0.93 -2.35 -5.98
C 0.75 5.61 -0.10
C -3.40 -2.76 -6.17
C 1.43 3.59 1.06
C -4.41 1.81 -5.13
C -3.61 3.78 -3.77
C -0.46 3.42 -0.55
C -2.20 -2.05 -6.77
C 1.32 7.20 4.01
C 1.46 -1.08 -0.17
C -3.69 5.75 2.34
C 2.43 6.56 3.22
C -0.53 -6.08 -1.47
C 0.42 -8.86 2.66
C 1.96 5.87 1.97
C 1.17 6.42 1.09
C 0.24 -1.76 0.43
C -0.10 -9.73 7.75
C 2.91 -8.59 2.91
C 5.81 -4.05 1.44
C 7.06 -4.43 2.22
C -0.06 2.89 -1.91
H 7.94 -3.94 1.80
H 3.59 -0.92 0.18
H 1.35 -7.84 6.74
H 0.26 -8.56 3.70
H -3.98 2.22 -6.05
H -0.74 2.59 0.08
H -4.01 5.40 3.32
H -2.03 5.64 1.33
H -4.45 4.01 1.32
H 0.16 9.49 -3.01
H 0.99 2.65 -1.99
H 2.91 -2.48 0.62
H -2.30 -4.91 -0.99
H -0.60 1.96 -2.06
H -2.55 -0.34 -5.91
H 2.81 -8.29 3.95
H 7.23 -5.51 2.20
H -4.38 0.73 -5.21
H 0.73 -9.50 8.43
H -0.72 -3.42 -5.95
H -0.86 8.27 -3.79
H 2.63 -1.07 1.65
H 0.08 -1.42 1.45
H -0.66 -1.51 -0.14
H 0.89 8.29 -4.06
H 1.39 -6.51 3.08
H 0.76 -4.35 -1.42
H -3.02 4.08 -2.90
H -2.31 10.14 -4.84
H 4.41 -4.42 3.05
H -1.29 11.36 -4.06
H -1.03 -1.99 -4.95
H -4.20 5.40 0.27
H 0.23 -10.53 7.09
H -0.47 -4.29 -2.70
H -5.59 5.36 1.37
H -3.16 4.25 -4.64
H 2.84 5.79 3.87
H 0.84 -6.42 -0.12
H -0.28 9.26 -6.03
H -0.46 6.98 3.30
H -1.80 -7.65 8.45
H 3.06 -9.67 2.87
H -1.28 -8.75 6.25
H 0.51 -9.94 2.62
H 0.95 -5.34 -2.85
H -3.58 -2.42 -5.15
H -0.45 -8.55 2.09
H -0.14 -7.06 8.53
H -1.21 -6.48 7.26
H -0.08 -1.83 -6.42
H 1.15 0.64 0.70
H -4.30 -2.54 -6.75
H -5.45 2.13 -5.06
H 3.23 7.26 3.04
H 1.35 2.56 1.31
H 1.11 11.17 -4.50
H 4.66 -5.81 1.98
H -3.44 7.64 1.33
H 6.98 -4.12 3.26
H -1.08 -4.97 0.30
H 3.79 -8.10 2.51
H -1.51 11.39 -5.81
H 1.80 -8.45 1.07
H -4.63 4.16 -3.65
H 3.69 -4.44 1.44
H -3.26 -3.85 -6.15
H -0.38 3.56 -2.69
H 1.59 -1.39 -1.21
H 5.54 -2.35 2.36
H -4.02 1.81 -3.02
H -2.09 -6.37 0.00
H -1.03 -6.70 -2.22
H 5.93 -4.33 0.40
H -2.06 -2.37 -7.80
H -1.88 2.17 -4.83
H -4.83 7.60 2.43
H 0.35 -2.84 0.44
H -3.18 7.72 3.07
H -0.94 -10.09 8.35
```

Properties
* SMILES: C[C@H](F)C1=CC(=O)C(CC(=O)O)=C(OC#N)C1=O.CC(C)O.CC(C)O.CC(C)O.CC(C)O.CC(C)O.CC(C)O.CC(C)O.CC(C)O.CC(C)O



Entry from the Open Molecules 2025 dataset: a structure of composition C38H80I2NO17PSi2 at a distorted geometry (ωB97M-V/def2-TZVPD).

Geometry as XYZ:
```
141
C38H80I2NO17PSi2 ωB97M-V/def2-TZVPD
I -1.81 -6.02 -1.77
I 0.15 -1.62 -2.93
P 0.84 -1.58 0.70
Si -0.83 -3.03 -0.05
Si -1.37 -5.20 1.98
O 0.24 6.91 -5.55
O -2.18 8.32 -0.39
O 3.58 -6.35 -4.77
O -0.54 6.91 -0.25
O -2.66 6.12 -0.24
O 2.95 2.34 -2.99
O 6.75 3.16 1.99
O 1.18 3.42 -2.09
O 2.71 4.45 -3.39
O 2.33 7.62 -6.04
O 5.51 3.83 0.36
O 6.47 1.79 0.22
O 1.62 7.83 -4.01
O 1.96 -1.21 -0.22
O 4.23 -6.24 -6.83
O -0.50 -4.37 0.83
O 2.36 -7.42 -6.34
N 0.57 -1.92 6.80
C -2.82 -1.17 -0.71
C -2.50 -2.29 0.30
C -0.88 -4.35 -2.64
C -5.41 1.50 2.97
C -0.23 -6.52 2.68
C 1.79 -6.47 1.04
C 4.04 -6.58 -8.21
C -1.11 -2.92 3.75
C -3.71 2.78 1.46
C -4.49 1.63 6.21
C 2.11 7.21 -7.40
C -0.08 5.56 -0.16
C -1.87 7.03 -0.29
C -6.20 1.78 4.26
C -0.58 -3.29 -1.90
C 2.49 1.12 -2.39
C -2.03 -4.07 3.32
C 3.30 -6.74 -6.01
C 2.19 3.40 -2.76
C 6.26 2.83 0.80
C 1.29 7.41 -5.23
C 0.59 7.65 -3.03
C -0.58 -7.91 2.13
C -0.68 -4.49 -4.12
C -0.24 -1.47 5.67
C 4.91 3.60 -0.93
C -4.06 2.23 2.86
C 1.25 -6.15 2.44
C -1.23 -2.55 5.22
C -5.70 1.00 5.48
C -2.23 0.78 0.75
C 7.58 2.15 2.59
C -3.59 8.59 -0.45
C 1.97 5.66 -3.25
C -3.33 0.11 -0.07
C 2.93 -5.53 0.63
C 2.66 -6.83 -3.78
C -2.36 2.29 0.96
H -6.17 2.85 4.47
H 1.00 5.62 -0.17
H -3.59 1.02 6.12
H -5.43 -0.01 5.15
H -5.25 0.42 2.91
H 0.16 -0.49 1.29
H -4.69 1.75 7.28
H -3.68 3.87 1.49
H -1.48 -8.31 2.60
H 1.41 -5.08 2.62
H -3.26 1.57 3.19
H -0.75 -7.90 1.06
H 2.44 1.19 -1.31
H 4.08 -7.66 -8.34
H 1.01 8.03 -2.10
H -2.20 -4.73 4.18
H -1.21 -3.69 -4.64
H 3.04 7.44 -7.92
H 2.13 -7.51 0.99
H -1.60 2.58 1.69
H -0.78 -0.57 5.99
H 4.26 2.73 -0.88
H -4.03 8.11 -1.32
H 7.89 2.56 3.54
H -1.92 -0.88 -1.26
H 7.02 1.23 2.73
H -0.43 4.97 -1.01
H -2.13 0.28 1.72
H 1.49 0.88 -2.76
H 0.38 -4.38 -4.37
H 2.54 -4.61 0.19
H 8.44 1.95 1.95
H -4.08 8.24 0.45
H 2.52 6.41 -3.81
H -0.37 -6.54 3.77
H -3.53 -1.54 -1.45
H 0.96 5.54 -3.65
H -3.66 0.79 -0.87
H 1.28 7.75 -7.83
H 1.65 -6.48 -4.00
H 0.38 -1.18 4.80
H -6.03 1.76 2.11
H -4.25 2.61 5.81
H 3.09 -6.20 -8.57
H 2.66 -7.92 -3.75
H -4.07 3.07 3.57
H 4.87 -6.10 -8.73
H 3.54 -5.25 1.49
H 1.90 5.95 -2.20
H -1.08 -3.44 5.84
H 3.60 -6.00 -0.10
H 4.34 4.50 -1.15
H -3.02 -3.69 3.05
H -1.03 -5.45 -4.49
H -2.49 -1.88 1.32
H -3.67 9.67 -0.54
H 0.23 -8.62 2.33
H -1.27 0.61 0.23
H -0.42 5.09 0.76
H 0.98 -6.38 0.31
H 1.26 -2.24 1.87
H -4.50 2.51 0.74
H 1.07 -2.77 6.56
H 1.28 -1.24 7.04
H -2.07 2.79 0.02
H -7.25 1.52 4.08
H 3.20 0.35 -2.68
H 0.35 6.59 -2.93
H 1.86 -6.67 3.18
H -6.52 0.88 6.19
H 5.67 3.45 -1.68
H -4.20 -0.09 0.56
H -0.30 8.21 -3.29
H 1.91 6.14 -7.44
H -3.28 -3.07 0.28
H -2.54 -5.84 1.32
H -2.26 -2.22 5.41
H 3.01 -6.42 -2.84
H -1.38 -2.02 3.16
H -0.07 -3.14 3.52
```



Entry from the Open Molecules 2025 dataset: a structure of composition C38H81F4N3O26P3 at a distorted geometry (ωB97M-V/def2-TZVPD).

Geometry as XYZ:
```
155
C38H81F4N3O26P3 ωB97M-V/def2-TZVPD
P 9.19 5.18 1.92
P -0.35 -2.72 -6.98
P -4.15 -4.63 8.24
F 2.48 3.44 -9.38
F -9.48 3.93 2.66
F 5.88 0.07 -4.91
F 4.65 -3.03 8.79
O -1.91 -2.40 -7.21
O -4.61 -5.28 6.82
O -9.35 1.71 2.51
O 7.76 5.58 1.55
O 5.86 -3.21 -3.74
O -0.23 -4.16 -7.58
O 9.95 6.59 2.26
O -9.10 -0.38 3.51
O 0.48 -1.77 -8.00
O 5.45 -1.19 -3.04
O -4.16 -3.09 7.75
O -2.89 -5.05 8.94
O 0.39 3.79 -5.72
O -7.07 4.32 -5.95
O 0.14 -2.53 -5.59
O 9.40 4.41 3.34
O 10.04 4.32 0.84
O -0.16 -5.14 1.99
O 4.97 -0.12 6.06
O 5.66 -0.32 8.33
O 5.02 -2.96 -1.66
O 2.63 3.82 -6.10
O 5.64 -2.11 7.03
O -5.48 -4.71 9.23
O -10.57 1.27 4.27
O 1.25 4.19 -7.80
N -4.58 4.43 -3.29
N 0.16 1.67 0.07
N 0.55 -8.49 0.30
C -10.23 2.82 2.65
C 1.32 3.89 -6.48
C 9.42 3.72 -0.32
C 0.71 -7.03 0.47
C 1.51 3.72 -0.54
C 8.74 3.19 3.52
C -4.28 -6.61 6.49
C 1.59 1.51 0.63
C -6.01 4.86 -5.18
C -5.28 -4.17 10.50
C -3.03 -0.68 2.03
C 1.06 -4.66 2.51
C 11.30 6.58 2.49
C 0.07 3.26 -0.12
C 0.07 -1.49 -9.29
C -1.24 -5.01 -7.08
C -3.64 -1.97 8.55
C 6.33 -0.96 -4.11
C 2.41 2.47 -0.35
C 5.78 -2.64 8.34
C 2.47 4.39 -8.37
C -0.17 -6.58 1.70
C -0.16 0.83 -1.15
C 5.43 -2.51 -2.75
C -5.77 3.93 -4.03
C -2.86 -1.83 -6.31
C 3.46 4.04 -7.25
C -0.82 1.29 1.24
C 5.35 -0.78 7.09
C -7.00 4.81 -7.27
C -3.39 0.79 1.86
C -10.69 2.69 4.06
C 0.24 -6.40 -0.80
C -9.62 0.75 3.41
C 6.29 -1.40 9.03
C -7.01 3.95 -3.12
C 6.14 -2.25 -4.87
C -2.34 1.50 0.90
H -1.00 -6.04 -7.33
H 0.78 -3.66 2.85
H 5.22 -2.23 -5.45
H -3.27 -2.09 9.56
H 9.32 2.39 3.06
H 8.77 2.83 4.54
H -5.09 -7.21 6.90
H -3.15 1.28 2.80
H 1.55 4.10 -1.57
H -7.71 4.41 -8.00
H 2.52 2.08 -1.37
H 1.81 -4.45 1.74
H -4.43 0.94 1.58
H -0.49 -2.29 -9.76
H 0.01 -0.23 -0.96
H 1.83 4.53 0.11
H -3.45 -7.10 7.00
H -1.13 1.13 -1.56
H -5.66 -3.15 10.57
H -2.79 -1.13 1.07
H 0.71 -9.06 1.12
H 1.65 1.81 1.68
H 1.86 0.46 0.50
H 11.81 6.08 1.67
H -0.16 3.71 0.84
H 0.92 -1.35 -9.96
H -0.69 3.44 -0.88
H -0.56 1.66 2.23
H 11.78 7.55 2.58
H 1.40 -8.68 -0.21
H -3.85 -1.20 2.52
H -2.22 -0.78 2.75
H -11.03 2.88 1.90
H 7.38 -0.83 -3.84
H -6.00 -4.65 11.17
H -5.56 2.89 -4.30
H -4.64 5.41 -3.07
H -1.26 -4.91 -5.99
H -10.01 3.17 4.76
H -5.13 5.01 -5.80
H 9.92 4.14 -1.19
H -2.90 -1.46 7.93
H 3.45 2.72 -0.14
H 0.47 1.20 -1.96
H 11.37 5.97 3.39
H -0.54 -0.59 -9.36
H -2.42 -1.58 -5.34
H 9.51 2.64 -0.36
H -7.79 3.46 -3.69
H 3.97 3.13 -7.57
H -6.68 3.42 -2.23
H 0.96 -6.57 -1.60
H -4.49 -1.29 8.50
H 8.34 3.81 -0.39
H 6.98 -2.63 -5.46
H -3.25 -0.94 -6.81
H -6.32 5.82 -4.77
H 5.92 -1.33 10.05
H 7.37 -1.26 9.00
H -4.26 -4.19 10.86
H 1.76 -6.77 0.54
H 2.64 5.33 -8.91
H -7.30 4.98 -2.89
H -0.61 0.22 1.28
H -3.76 -2.41 -6.12
H -3.82 4.46 -3.95
H 0.05 -5.34 -0.63
H 0.33 -6.98 2.59
H -7.29 5.85 -7.17
H -2.23 -4.76 -7.45
H 4.12 4.90 -7.26
H -11.64 3.16 4.30
H 1.50 -5.20 3.35
H -4.16 -6.72 5.41
H -6.00 4.67 -7.69
H 7.74 3.31 3.10
H -2.61 1.33 -0.14
H -2.49 2.58 0.97
H -0.75 -6.77 -1.07
H 6.47 -3.48 8.31
H -1.17 -7.01 1.63
```

Properties
* charge: +1



The evaluated LUMO level for the records listed, in turn: -1.539 0.061 -1.759 eV.
The evaluated frontier orbital gap for the records listed, in turn: 8.31 8.83 9.00 eV.